--- 1 ---
ORCA calculation (wB97M-V/def2-TZVPD) on the molecule C2H6O3S2.

The value obtained for the HOMO energy is -9.9237 eV. As for the SMILES: CCS(=O)(=O)SO. As for the spin multiplicity: 1.

Atoms and positions in Å:
C 1.0039 0.4360 -0.1712
C -0.3860 -0.1987 -0.4991
O -0.0007 -1.5829 1.7677
O 0.7388 -2.5856 -0.2808
O -2.6941 -0.9699 1.0661
S -2.2223 -2.4448 0.4024
S -0.2189 -1.7548 0.3776
H 0.8376 0.9976 0.8606
H 1.6720 -0.4337 0.1675
H 1.3237 1.1865 -0.9083
H -0.5190 -0.6175 -1.4339
H -1.2010 0.4530 -0.2144
H -2.8407 -1.0193 1.9658



--- 2 ---
ORCA calculation (wB97M-V/def2-TZVPD) on the molecule C2H6O3S2.

The value obtained for the HOMO energy is -9.8645 eV. As for the SMILES: CCS(=O)(=O)OS. As for the spin multiplicity: 1.

Atoms and positions in Å:
C -1.0201 -1.0199 -0.5464
C 0.3022 -1.2665 0.2449
O -0.5789 0.9915 1.6986
O 1.8544 0.4227 1.9615
O 1.0604 1.4101 -0.1474
S -0.1502 1.8360 -1.2781
S 0.6561 0.5127 1.1745
H -1.6582 -0.6450 0.1417
H -0.7663 -0.3186 -1.4156
H -1.3628 -1.8743 -1.0720
H 1.2063 -1.2162 -0.2452
H 0.1523 -1.9316 1.0983
H 0.3049 3.0991 -1.6148



Energies relative to the most stable structure are 1 0.0; 2 31.4, reported in kJ/mol.



--- 1 ---
ORCA calculation (wB97M-V/def2-TZVPD) on the molecule C7H8N2O2.

The value obtained for the HOMO energy (spin up / spin down) is -7.8193 / -7.8194 eV. As for the SMILES: C/[N+]([O-])=N/C=C\c1ccco1. As for the spin multiplicity: 1.

Atoms and positions in Å:
C -3.0679 -0.5629 0.3276
C -2.4634 0.6608 0.6250
C -2.1701 -1.3032 -0.4404
C -1.2737 0.6244 -0.0481
C 0.9973 1.5784 -0.6934
C -0.2703 1.6470 -0.2892
C 3.0026 -1.1429 0.2438
N 1.9123 0.5341 -0.6772
N 1.7631 -0.4318 0.1178
O -1.1166 -0.5261 -0.7316
O 0.8581 -0.6913 0.8608
H -3.9927 -0.8764 0.6170
H -2.8490 1.5136 1.1322
H -2.1088 -2.3089 -0.6290
H 1.4837 2.5013 -0.9325
H -0.6603 2.7281 -0.2654
H 2.7389 -2.3152 0.1097
H 3.6714 -0.6962 -0.5187
H 3.5454 -0.9329 1.1916



--- 2 ---
ORCA calculation (wB97M-V/def2-TZVPD) on the molecule C7H8N2O2.

The value obtained for the HOMO energy is -8.0786 eV. As for the SMILES: C/C1=N/C=C\C=C/OC(=O)N1. As for the spin multiplicity: 1.

Atoms and positions in Å:
C 1.3861 1.8469 -0.1615
C 0.3616 1.6176 -1.2062
C 1.2893 1.1137 0.9949
C 0.8497 -1.6595 -0.9351
C 0.1317 0.4133 -1.6367
C -0.4738 -0.4833 0.7662
C -1.9329 -0.6051 1.2420
N 0.1826 0.4595 1.2870
N -0.1397 -1.5503 -0.0168
O 1.2528 -2.6868 -1.3398
O 1.1129 -0.4953 -1.5547
H 2.2255 2.4021 -0.2724
H -0.1493 2.5094 -1.4357
H 1.9515 1.1394 1.8520
H -0.8049 0.1267 -1.9928
H -2.0295 -1.0476 2.2989
H -2.3641 -1.2727 0.5221
H -2.2165 0.5105 1.3876
H -0.6331 -2.3386 0.2010



Energies relative to the most stable structure are 1 178.2; 2 0.0, reported in kJ/mol.



--- 1 ---
ORCA calculation (wB97M-V/def2-TZVPD) on a cluster of 2 separate species, C2H6NOS in total.

The value obtained for the HOMO energy is -2.7989 eV. As for the charge: -1. As for the spin multiplicity: 1.

Atoms and positions in Å:
C 0.9728 -1.6981 -0.6072
S 0.9770 -1.6519 1.2228
H 1.9640 -1.5837 -1.0561
H 0.5710 -2.6530 -0.9590
H 0.3331 -0.9076 -1.0109
C -1.2455 1.5140 -0.0686
N -0.3152 1.3271 0.8830
O -1.6303 2.5977 -0.4833
H -1.6242 0.5477 -0.4312
H 0.0596 0.3774 1.0744
H -0.0622 2.1304 1.4360



--- 2 ---
ORCA calculation (wB97M-V/def2-TZVPD) on a cluster of 2 separate species, C2H6NOS in total.

The value obtained for the HOMO energy is -2.6834 eV. As for the charge: -1. As for the spin multiplicity: 1.

Atoms and positions in Å:
C -0.3532 -2.2307 -0.4543
S -1.6644 -1.3356 0.4454
H 0.6167 -2.1057 0.0440
H -0.1761 -1.8138 -1.4585
H -0.5612 -3.2869 -0.6094
C 0.9557 1.9264 0.5362
N -0.3474 1.6506 0.3317
O 1.5035 2.9938 0.3207
H 1.5000 1.0800 0.9884
H -0.6631 0.7113 0.0147
H -0.8106 2.4106 -0.1588



Energies relative to the most stable structure are 1 0.0; 2 18.9, reported in kJ/mol.



--- 1 ---
ORCA calculation (wB97M-V/def2-TZVPD) on a cluster of 2 separate species, C3H8S in total.

The value obtained for the HOMO energy (spin up / spin down) is -8.9230 / -7.8648 eV. As for the spin multiplicity: 1.

Atoms and positions in Å:
C -2.1280 0.8252 0.6132
C 0.7197 0.5354 0.1202
C 0.7350 -0.9444 -0.1076
S 2.5798 -1.1213 -0.7081
H -1.7689 1.7934 0.2129
H -2.7791 0.2242 0.0817
H -2.2253 0.8158 1.7200
H 0.3665 1.0352 1.0122
H 0.9397 1.0933 -0.7271
H 0.7242 -1.4301 0.8139
H 0.3584 -1.2794 -1.0829
H 2.4781 -1.5472 -1.9485



--- 2 ---
ORCA calculation (wB97M-V/def2-TZVPD) on a cluster of 2 separate species, C3H8S in total.

The value obtained for the HOMO energy is -9.1101 eV. As for the SMILES: C=C.CS. As for the spin multiplicity: 1.

Atoms and positions in Å:
C -2.2631 -1.5670 -0.6933
S -0.9977 -0.4321 0.0009
H -2.3097 -2.5271 -0.0705
H -2.0996 -1.7956 -1.7382
H -3.2267 -1.1052 -0.6024
H -1.6211 0.6513 0.2872
C 2.1239 0.8552 1.1238
C 2.0736 1.4231 -0.1354
H 2.3437 1.4591 2.0108
H 1.9714 -0.2433 1.1030
H 2.4932 2.3379 -0.4653
H 1.5122 0.9437 -0.8207



Energies relative to the most stable structure are 1 280.7; 2 0.0, reported in kJ/mol.



--- 1 ---
ORCA calculation (wB97M-V/def2-TZVPD) on a cluster of 2 separate species, CH6NO in total.

The value obtained for the HOMO energy (spin up / spin down) is -3.9709 / -7.4635 eV. As for the spin multiplicity: 2.

Atoms and positions in Å:
N -1.4281 0.6686 0.9993
H -2.0708 0.3199 0.2944
H -0.6866 -0.0868 1.0767
H -0.8163 1.4618 0.8191
H -1.9671 0.7508 1.8611
O 0.4143 -0.2801 -0.1769
C 1.3246 -0.5796 -1.0381
H 2.2181 -1.2142 -0.8849
H 1.4178 -0.0922 -2.0212



--- 2 ---
ORCA calculation (wB97M-V/def2-TZVPD) on a cluster of 2 separate species, CH6NO in total.

The value obtained for the HOMO energy (spin up / spin down) is -5.2518 / -10.2645 eV. As for the spin multiplicity: 2.

Atoms and positions in Å:
C 0.5822 -1.5100 0.6446
N 0.4235 -0.6705 -0.3962
H -0.0371 -1.3458 1.5216
H 1.2406 -2.3710 0.5655
H 0.8510 -0.7594 -1.3036
H -0.2057 0.1423 -0.4426
H -1.7110 1.9086 -0.3199
H -0.2517 2.5138 -0.2515
O -0.7904 1.7394 -0.1224



Energies relative to the most stable structure are 1 172.5; 2 0.0, reported in kJ/mol.



--- 1 ---
ORCA calculation (wB97M-V/def2-TZVPD) on the ion C3H3N2O2 with charge +1.

The value obtained for the HOMO energy (spin up / spin down) is -16.3494 / -16.3495 eV. As for the charge: +1. As for the SMILES: O=C1C[N+](=O)C=N1. As for the spin multiplicity: 1.

Atoms and positions in Å:
C 0.3135 1.3357 -0.0133
C -1.2860 -0.1274 -0.1926
C 0.0390 -0.9313 0.2749
N -0.9470 1.2305 0.0523
N 0.9581 0.0176 -0.1592
O -2.3082 -0.6072 -0.4459
O 2.1131 -0.1359 -0.4376
H 0.8578 2.1373 -0.2290
H -0.0312 -0.9470 1.3875
H 0.2907 -1.9723 -0.2370



--- 2 ---
ORCA calculation (wB97M-V/def2-TZVPD) on a structure of composition C3H3N2O2.

The value obtained for the HOMO energy (spin up / spin down) is -15.3639 / -15.3636 eV. As for the charge: +1. As for the spin multiplicity: 1.

Atoms and positions in Å:
C -0.1162 -0.0228 0.2862
C 1.1465 -0.5425 0.1498
C -0.4518 0.6705 -0.9019
N 0.6351 0.5939 -1.6812
N 1.1929 1.3779 -3.2626
O 1.9633 0.7198 -3.7247
O 1.5605 -0.2156 -1.0641
H -0.6023 -0.3326 1.1287
H 1.7209 -1.1415 0.8212
H -1.3556 1.1104 -1.0800



Energies relative to the most stable structure are 1 16.0; 2 0.0, reported in kJ/mol.



--- 1 ---
ORCA calculation (wB97M-V/def2-TZVPD) on the molecule C7H10N4S.

The value obtained for the HOMO energy is -8.6623 eV. As for the SMILES: Cc1nnc(NC2=NCCC2)s1. As for the spin multiplicity: 1.

Atoms and positions in Å:
C -4.1434 -0.1842 -0.6482
C -2.7479 -0.6796 -0.1213
C -0.3225 -1.0314 0.0274
C 1.8919 0.0365 0.1227
C 3.5477 1.3640 0.7351
C 2.6645 2.3396 -0.1114
C 1.3525 1.3803 -0.2264
H -4.9820 -1.0075 -0.3491
H -4.4695 0.8498 -0.1292
H -4.2121 0.0983 -1.8164
H 1.3530 -1.9438 0.4573
H 3.8699 1.7106 1.8246
H 4.3956 1.2892 0.0701
H 3.0509 2.5484 -1.0811
H 2.4061 3.2000 0.6509
H 0.5234 1.5593 0.6416
H 0.7452 1.3614 -1.0618
N -2.3068 -1.9439 0.0714
N -0.9680 -2.1431 0.1322
N 1.1586 -1.0730 -0.0825
N 2.9992 0.0462 0.8539
S -1.3949 0.4237 -0.2937



--- 2 ---
ORCA calculation (wB97M-V/def2-TZVPD) on the molecule C7H10N4S.

The value obtained for the HOMO energy is -8.5702 eV. As for the SMILES: CSc1nc(N)nc(C2CC2)n1. As for the spin multiplicity: 1.

Atoms and positions in Å:
C 0.7653 -1.5641 3.4581
C 0.6173 -1.6280 0.7526
C 0.1279 -1.3548 -1.4795
C 0.0990 0.4170 0.0022
C -0.1423 1.8368 0.0940
C -1.5391 2.2303 -0.6671
C -0.1313 2.5437 -1.4580
H 1.7475 -0.9841 3.5053
H -0.0103 -0.5103 3.2246
H 0.6762 -2.2014 4.3453
H -0.3434 -1.4778 -3.3469
H 0.5104 -2.8851 -2.6348
H 0.1712 2.5247 0.9018
H -2.0472 1.2586 -1.1128
H -2.2489 3.0993 -0.4525
H 0.0615 3.7001 -1.4297
H 0.1775 2.0696 -2.5134
N 0.5863 -2.1465 -0.4259
N -0.1228 -1.9675 -2.6104
N 0.0420 0.0504 -1.2174
N 0.1266 -0.3685 1.0913
S 0.8767 -2.6424 1.9735



Energies relative to the most stable structure are 1 0.0; 2 69.7, reported in kJ/mol.



--- 1 ---
ORCA calculation (wB97M-V/def2-TZVPD) on the molecule C4H3NO3.

The value obtained for the HOMO energy (spin up / spin down) is -10.5925 / -10.5930 eV. As for the spin multiplicity: 1.

Atoms and positions in Å:
C 0.7686 0.4576 1.2173
C -1.4544 0.4855 0.2228
C 0.3382 -0.3512 -1.1684
C 0.9404 -0.6505 0.1802
N -0.5499 0.1752 1.2073
O 1.5050 1.2118 1.7452
O -2.5187 0.8847 0.3809
O -1.0590 0.2605 -1.1063
H 0.8974 0.4550 -1.6899
H 0.2488 -1.3021 -1.6444
H 0.8834 -1.6264 0.6553



--- 2 ---
ORCA calculation (wB97M-V/def2-TZVPD) on a structure of composition C4H3NO3.

The value obtained for the HOMO energy is -10.5004 eV. As for the spin multiplicity: 1.

Atoms and positions in Å:
C 1.3217 0.0159 -0.0432
C -0.0866 0.6589 -0.1316
C -1.1207 -0.5224 0.1898
C -2.4263 -0.0758 -0.1374
H 3.3842 0.3039 -0.2695
H -0.5458 -0.5492 1.4370
H -0.7295 -1.6054 -0.3818
N -3.5228 0.3753 -0.2396
O 2.4631 0.7121 -0.0875
O 1.2846 -1.2411 -0.2586
O -0.0220 1.9277 -0.0778



Energies relative to the most stable structure are 1 0.0; 2 48.4, reported in kJ/mol.



--- 1 ---
ORCA calculation (wB97M-V/def2-TZVPD) on a structure of composition C5H5NS.

The value obtained for the HOMO energy is -8.9149 eV. As for the spin multiplicity: 1.

Atoms and positions in Å:
C -0.5492 -0.4364 -0.1676
C 0.5999 -1.2180 -0.3551
C 1.7212 -0.0728 -0.3947
C 0.9563 1.2306 -0.2383
C -0.4142 1.0578 -0.0869
H -2.4030 -1.6048 0.6391
H -2.5278 0.0862 1.4236
H 0.9249 -2.2757 -0.2543
H 1.4617 2.3128 -0.3569
H -1.1141 1.8864 0.0145
N -2.0249 -0.6376 -0.2597
S 3.3691 -0.3285 0.0363



--- 2 ---
ORCA calculation (wB97M-V/def2-TZVPD) on the molecule C5H5NS.

The value obtained for the HOMO energy is -8.2287 eV. As for the SMILES: C/C(C#N)=C/C=S. As for the spin multiplicity: 1.

Atoms and positions in Å:
C 0.7373 0.5246 -1.5968
C 0.2332 -0.1344 -0.4038
C 0.0879 0.4897 0.7406
C -0.5532 -0.0866 1.9603
C -0.5990 -1.2330 -0.5101
H 0.9179 1.4928 -1.1173
H -0.1059 0.4994 -2.4165
H 1.8196 0.2784 -2.1013
H 0.4889 1.5807 0.9594
H -0.3711 0.2962 2.9934
N -1.3271 -2.1669 -0.6163
S -1.3285 -1.5409 2.1085



Energies relative to the most stable structure are 1 503.9; 2 0.0, reported in kJ/mol.



--- 1 ---
ORCA calculation (wB97M-V/def2-TZVPD) on a structure of composition C31H26BaClN6O7S2Se2.

The value obtained for the HOMO energy is -4.8171 eV. As for the charge: -1. As for the spin multiplicity: 1.

Atoms and positions in Å:
Ba -0.3763 -0.4314 0.3484
S 2.0592 -4.6100 -2.0363
C 1.6748 -3.5619 -3.3298
C 1.0522 -2.4289 -2.8969
C 0.8443 -2.3346 -1.4771
C 1.3519 -3.4618 -0.8921
C 1.3275 -3.8034 0.5319
C 1.7354 -5.0588 1.0088
C 1.6724 -5.3348 2.3570
C 1.1973 -4.3640 3.2307
C 0.8054 -3.1572 2.6843
N 0.8612 -2.8751 1.3852
H 1.9304 -3.8363 -4.3436
H 0.7411 -1.6574 -3.5953
H 2.0963 -5.8063 0.3154
H 1.9879 -6.3030 2.7275
H 1.1302 -4.5347 4.2961
H 0.4297 -2.3626 3.3214
O -0.6056 1.7272 -7.6267
C -1.7168 1.1531 -6.9549
C -1.4770 1.1568 -5.4711
C -2.5330 0.9521 -4.5950
C -2.2806 0.9038 -3.2334
N -1.0631 1.0671 -2.7183
C -0.0465 1.2540 -3.5568
C -0.2070 1.3039 -4.9388
C 1.3194 1.3035 -2.9550
C 2.3639 1.9562 -3.5906
C 3.6492 1.8436 -3.0694
C 4.8089 2.5483 -3.7232
O 4.7907 2.4528 -5.1425
C 3.8275 1.0561 -1.9480
C 2.7183 0.4592 -1.3645
N 1.4850 0.6031 -1.8275
H -0.7814 1.7151 -8.5707
H -1.8695 0.1171 -7.2802
H -2.6359 1.7083 -7.1696
H -3.5442 0.8153 -4.9605
H -3.0705 0.7126 -2.5186
H 0.6434 1.4266 -5.5931
H 2.1902 2.5382 -4.4862
H 5.7477 2.1622 -3.3142
H 4.7676 3.6157 -3.5012
H 4.7265 1.5205 -5.3744
H 4.8082 0.9079 -1.5141
H 2.8367 -0.1665 -0.4899
Se -0.4215 3.8200 3.7986
Se -2.3052 4.8680 3.0200
C -2.0589 4.5844 1.1265
C -2.8229 5.3417 0.2429
C -2.6443 5.1321 -1.1134
C -1.7082 4.1990 -1.5345
C -0.9933 3.5107 -0.5675
N -1.1731 3.6875 0.7399
C -1.0857 2.0155 3.9634
C -0.3077 1.1184 4.6916
C -0.7494 -0.1879 4.7928
C -1.9455 -0.5521 4.1852
C -2.6436 0.4227 3.4950
N -2.2188 1.6841 3.3728
H -3.5263 6.0767 0.6134
H -3.2211 5.6996 -1.8335
H -1.5300 4.0022 -2.5833
H -0.2466 2.7805 -0.8593
H 0.6335 1.4319 5.1225
H -0.1602 -0.9165 5.3363
H -2.3191 -1.5657 4.2177
H -3.5738 0.1889 2.9911
O -2.5102 -1.9637 1.3742
S -3.4745 -1.6527 0.2674
N -3.1168 -0.6290 -0.7165
O 2.5208 2.1048 3.3251
Cl 2.2796 1.3048 2.1536
O 2.4322 -0.1049 2.4395
O 3.1731 1.7023 1.0996
O 0.8934 1.5160 1.7279



--- 2 ---
ORCA calculation (wB97M-V/def2-TZVPD) on a structure of composition C31H26BaClN6O7S2Se2.

The value obtained for the HOMO energy is -4.3104 eV. As for the charge: -1. As for the spin multiplicity: 1.

Atoms and positions in Å:
Ba -0.1531 -0.6679 0.0938
S -1.4282 3.5026 3.1664
C -2.7968 2.7681 2.4573
C -2.4452 1.7104 1.6695
C -1.0207 1.4359 1.5739
C -0.3595 2.3371 2.3630
C 1.1135 2.3974 2.6182
C 1.7071 3.3167 3.5047
C 3.0796 3.3235 3.6864
C 3.8728 2.4165 2.9928
C 3.2250 1.5428 2.1393
N 1.8902 1.5194 1.9422
H -3.7969 3.1698 2.6573
H -3.2062 1.0878 1.1872
H 1.0804 4.0197 4.0497
H 3.5344 4.0396 4.3667
H 4.9518 2.3877 3.1093
H 3.8008 0.8170 1.5618
O 6.3046 -3.6230 2.8137
C 5.2619 -3.1665 3.6865
C 4.1251 -2.6480 2.8635
C 2.8708 -2.5189 3.4313
C 1.8448 -1.9797 2.6756
N 2.0243 -1.5699 1.4029
C 3.2362 -1.7101 0.8496
C 4.3088 -2.2470 1.5443
C 3.3956 -1.2055 -0.5610
C 4.2461 -1.8265 -1.4499
C 4.3665 -1.3265 -2.7376
C 5.2950 -1.9776 -3.7196
O 6.6816 -1.7879 -3.3659
C 3.6379 -0.2040 -3.0841
C 2.7949 0.3720 -2.1388
N 2.6692 -0.1143 -0.8863
H 7.0192 -3.9618 3.3473
H 5.6173 -2.3624 4.3240
H 4.9032 -3.9616 4.3299
H 2.6836 -2.8248 4.4608
H 0.8363 -1.8649 3.0900
H 5.2855 -2.3300 1.0828
H 4.7885 -2.7230 -1.1577
H 5.0934 -1.6006 -4.7145
H 5.1400 -3.0497 -3.7266
H 6.8321 -0.8468 -3.2573
H 3.6978 0.2143 -4.0904
H 2.1862 1.2473 -2.3923
Se -1.9619 2.3875 -3.5419
Se -3.2416 1.8598 -1.6858
C -3.5601 -0.0253 -1.9908
C -4.5773 -0.4219 -2.8527
C -4.8800 -1.7771 -2.9439
C -4.1635 -2.6886 -2.1826
C -3.1476 -2.2203 -1.3644
N -2.8450 -0.9016 -1.2604
C -0.4695 3.2216 -2.6053
C 0.2742 4.1740 -3.3018
C 1.2868 4.8418 -2.6272
C 1.5433 4.5431 -1.2977
C 0.7597 3.5762 -0.6815
N -0.2410 2.9270 -1.3217
H -5.1164 0.3175 -3.4200
H -5.6819 -2.1131 -3.5921
H -4.3855 -3.7543 -2.2175
H -2.5448 -2.9054 -0.7685
H 0.0436 4.3973 -4.3355
H 1.8667 5.6061 -3.1376
H 2.3222 5.0592 -0.7426
H 0.9211 3.2896 0.3605
O 1.0389 -2.3509 -1.8177
S 0.3376 -1.5612 -2.8921
N -0.3488 -0.3224 -2.4947
O -2.7123 -3.7247 2.5712
Cl -2.1123 -2.4632 2.1680
O -1.3350 -1.8716 3.2583
O -3.1202 -1.5190 1.6989
O -1.1587 -2.7205 1.0256



Energies relative to the most stable structure are 1 0.0; 2 103.9, reported in kJ/mol.